[1]
Here is a structure of composition C31H36AlBrCaCl2F2KLiN3O12S from the Open Molecules 2025 dataset. Energies are from wB97M-V/def2-TZVPD.

CARTESIAN COORDINATES (ANGSTROEM)
Br 2.74521 2.45322 3.39035
Ca -0.21058 -0.38847 -2.96699
K -3.11442 -0.51099 -8.34132
Cl 0.23711 -3.51566 -2.87459
Cl -4.01101 3.79747 -8.90555
S 1.09861 2.66261 -1.52373
Al 3.39764 4.47768 1.98949
F -5.31949 -2.09585 -5.74082
F -5.22616 -1.07376 -1.04109
O -0.02878 2.11187 -2.29140
O -6.71097 1.25086 -10.72113
O -0.69128 -0.62903 2.53995
O -5.03447 1.49040 -6.35248
O -2.81500 -3.50608 -2.93784
O -4.07257 1.44608 -11.63508
O -2.43415 1.99820 -7.28114
O 2.05957 -2.45877 -0.32757
O 0.53842 3.67377 -0.47929
O 5.89078 0.18042 9.57968
O 2.08236 3.26412 -2.35115
O 5.52121 1.19858 5.14198
N 6.10732 -1.22664 6.78168
N -3.71117 -1.69133 2.33446
N 0.85355 -0.82488 0.80738
C -1.25997 -1.59836 0.36319
C 5.17601 -0.96325 9.15351
C -3.13164 -2.30270 -0.90898
C -3.41739 -2.53865 -3.89360
C -2.27561 -2.87428 -1.82714
C -4.38151 1.53020 -10.47435
C -3.15299 -0.39906 -5.11860
C -0.37559 -2.16744 -0.55672
C -5.00419 0.22241 3.07389
C 1.93392 -0.06613 1.45472
C -4.46779 -1.04137 3.22542
C 5.90347 -1.80478 8.10916
C -2.40046 -1.58173 -4.50787
C -4.80040 0.91602 1.88653
C -3.51446 -0.97512 1.22897
C 5.73750 1.33221 8.77254
C 6.87273 1.50461 4.85477
C -3.35096 1.83031 -8.07915
C -5.86730 1.41045 -8.50853
C 4.87858 -0.95511 6.04970
C -2.63338 -1.64246 0.21270
C 5.14970 -0.13127 4.80873
C 1.04774 -1.88439 -0.05821
C -5.79922 1.38229 -9.92272
C -0.41450 -0.93537 1.43897
C 1.84713 1.36708 0.89861
C -3.27464 1.79986 -9.49696
C -4.01986 0.27484 0.93543
C 1.78699 1.29363 -0.63131
C -4.79551 1.56883 -7.54683
C -0.88228 -2.81443 -1.68678
Li -1.87680 -4.35764 -4.34615
H 7.00286 2.57666 4.99624
H -3.81841 0.73533 -0.01876
H 5.06338 -1.58733 10.04347
H 2.75760 1.91769 1.17566
H -6.83076 1.30856 -8.02726
H 6.50869 1.38003 7.99786
H -1.71070 -1.17973 -3.76862
H 4.15141 -0.40065 6.65843
H -4.21869 -2.32954 -1.08574
H 7.12346 1.25527 3.81863
H 2.80261 1.21509 -1.01831
H -4.25313 -2.00462 -3.43651
H -3.08836 0.44759 -4.43012
H -2.62745 -0.04461 -6.02412
H 6.89493 -2.03282 8.50674
H 1.75815 -0.02054 2.52372
H -5.19593 1.90309 1.70911
H -2.30443 1.94219 -9.97523
H 5.38107 -2.75993 7.99803
H 5.90261 -0.61021 4.17460
H 1.01128 1.93856 1.28661
H 4.42131 -1.90507 5.75568
H 7.55929 0.98358 5.52891
H 1.19115 0.45333 -0.98889
H 4.16060 -0.68994 8.84134
H -4.22422 -0.64588 -5.27599
H 5.86695 2.20261 9.41586
H -3.87233 -3.11789 -4.71034
H 2.92090 -0.48389 1.28025
H -1.77462 -2.03824 -5.29028
H 4.74655 1.38348 8.31380
H -5.58051 0.65755 3.87571
H 6.62486 -0.36406 6.88434
H -0.29074 4.06617 -0.81155
H 4.22069 -0.06397 4.23071
H -4.66913 -1.57089 4.14934

## Properties
* strongest force on any atom: 4.43 eV Å⁻¹
* charge: +1
* E_tot: -7889.30502 a.u.
* HOMO level: -9.07 eV
* multiplicity: 1


[2]
Here is a structure of composition C31H36BN8ORhS2 from the Open Molecules 2025 dataset. Energies are from wB97M-V/def2-TZVPD.

CARTESIAN COORDINATES (ANGSTROEM)
Rh -0.19990 -0.12281 0.38047
S -4.63078 1.08583 -1.01605
S -2.42510 1.04680 0.86549
O 0.48575 -2.17548 0.91516
N 0.10214 0.03218 2.57322
N 2.74326 0.46594 1.10372
N 0.43957 2.09030 0.26897
N -2.77963 -0.78657 -1.09290
N -1.71183 -1.45647 -0.62780
N 1.16622 0.70454 3.05462
N 2.06894 -0.01830 0.04095
N 1.26299 2.49131 1.26230
C 0.10924 -5.95936 -0.52010
C -2.67317 0.50813 -4.03795
C -4.81378 0.43774 -2.72348
C -4.11673 2.42232 -4.09153
C 2.31176 1.13864 5.24128
C -0.48210 -0.60516 3.57980
C 2.89303 -0.78817 -0.65440
C 1.32700 3.83958 1.28060
C -0.02412 3.16753 -0.34520
C -0.95619 3.08147 -1.50596
C 2.14580 4.61879 2.25470
C 1.33381 -4.31274 0.72393
C 0.51652 4.31012 0.26534
C -1.62587 -2.70857 -1.06506
C -0.77641 -5.00996 -0.94792
C 0.22013 -0.31605 4.76016
C -3.85643 1.12690 -3.65024
C 4.15191 -0.79145 -0.03567
C 1.25926 0.51594 4.38513
C 4.01410 0.01286 1.08182
C -3.16308 0.29572 -0.46522
C -1.67513 -1.47914 3.38860
C 1.20183 -5.59547 0.30151
C -0.67305 -3.64899 -0.56918
C 0.37533 -3.29947 0.37237
C 5.01955 0.35464 2.12996
C -3.22197 3.07668 -4.92162
C -2.62108 -3.19883 -2.09470
C 2.43372 -1.45985 -1.90479
C -2.04852 2.44674 -5.31479
C -1.77410 1.16413 -4.86750
B 2.09322 1.47869 2.08656
H 3.30683 0.78805 4.96352
H -0.00492 -0.67142 5.75214
H -5.02430 2.91999 -3.76916
H 3.20872 4.40316 2.13722
H -1.07365 2.04642 -1.82656
H -2.15057 -3.87979 -2.79959
H 4.66616 0.04863 3.11544
H -0.85498 0.67200 -5.16025
H -1.59579 -5.33007 -1.57402
H -3.03202 -2.35431 -2.63149
H 5.20144 1.42956 2.16168
H 5.03966 -1.31063 -0.35793
H -1.94010 3.47475 -1.24509
H -3.43898 4.08096 -5.26275
H 2.30527 2.22463 5.13944
H -3.44673 -3.71727 -1.60182
H 5.95763 -0.15430 1.91991
H 2.13114 0.88372 6.28300
H 2.99099 -1.09467 -2.76807
H 2.14422 -3.99804 1.36871
H -5.85138 0.64759 -2.97941
H 0.34286 5.33840 -0.00585
H -0.02262 -6.99178 -0.81399
H -2.47465 -0.93681 2.88519
H 1.37433 -1.24677 -2.05806
H -1.41148 -2.33608 2.76620
H 2.93936 2.05397 2.69593
H 1.92623 -6.34444 0.59540
H 1.98563 5.68232 2.09237
H 2.56937 -2.54101 -1.84433
H 1.86774 4.37619 3.28131
H -2.45346 -0.49235 -3.68426
H -4.65313 -0.63581 -2.68220
H -0.56894 3.66393 -2.34284
H -2.03616 -1.83566 4.35162
H -1.34986 2.95628 -5.96601

## Properties
* energy relative to the best compared isomer or geometry (same formula, charge and spin): 6.3 kcal/mol
* strongest force on any atom: 1.03 eV Å⁻¹
* E_tot: -2648.00009 a.u.
* HOMO level (spin up / spin down): -7.45 / -7.74 eV
* multiplicity: 5


[3]
Here is a cluster of 10 separate species, C31H36Cl2F9O27P in total from the Open Molecules 2025 dataset. Energies are from wB97M-V/def2-TZVPD.

CARTESIAN COORDINATES (ANGSTROEM)
Cl -1.27442 -0.19163 2.67540
Cl -0.99095 1.50602 0.07957
P -0.13003 -2.62224 1.53004
F -4.60538 -4.09034 6.59483
F -5.34870 2.21887 -1.06651
F 4.12338 3.43446 -1.08269
F -4.51013 -9.62424 7.30209
F 0.54061 5.59248 3.67885
F -5.13079 6.13220 1.63395
F 5.73232 0.22054 -5.42655
F 3.25594 -5.87919 -2.86412
F 7.60160 4.06641 0.98267
O 2.20058 -5.36930 -6.09993
O -6.30752 6.14237 -2.63333
O 5.11729 2.50294 2.77016
O -0.99869 6.91784 2.70085
O 6.06162 -1.44703 -6.92029
O 3.33146 1.66730 -3.91394
O 4.25029 1.35702 -1.91767
O -1.83430 -7.63516 6.47614
O 2.86430 -4.20640 -4.32662
O -1.43820 5.75783 0.86123
O 2.65462 -3.17480 -6.32193
O -5.33267 5.95666 -0.60968
O -3.22643 -4.90083 2.46886
O -3.25695 -2.97422 3.63660
O -4.20503 1.24376 -5.23956
O -3.76693 -4.87815 4.65763
O 5.39479 4.24021 1.41068
O -6.68112 7.67313 -1.02505
O -2.11767 -5.95181 7.94043
O -3.67669 -7.56798 7.71683
O -2.19867 7.86503 1.04905
O 6.65484 -3.48956 -7.68140
O -3.81445 3.10001 -4.02507
O 3.30948 3.54262 1.92302
O -4.71913 1.32399 -3.04318
O 5.86923 -3.21738 -5.58789
O 3.63736 -0.42563 -3.15172
C 6.66995 3.98597 1.96303
C -2.49649 -6.95446 7.43782
C -6.39116 7.72865 0.37491
C -4.19824 3.52631 -2.70991
C -3.60926 -3.92270 5.69536
C -0.25553 -0.13631 0.06633
C 5.59876 -2.07383 -4.77294
C -0.51310 4.95725 1.61470
C 6.24110 -2.79421 -6.81844
C -1.59682 6.93844 1.48775
C -4.35931 2.19983 -1.99196
C 1.08222 -0.10499 -0.67167
C 3.72769 0.74919 -3.01312
C 4.48294 3.43596 2.02454
C 5.29943 -1.01298 -5.80875
C -0.09350 -0.75081 1.46363
C -2.53105 -8.85442 6.20948
C -6.13203 6.55182 -1.53516
C -0.62254 5.57946 2.99654
C -1.52480 -3.02089 0.40045
C 4.42267 2.73604 -2.19955
C -5.15903 6.84909 0.48172
C 3.42774 2.96773 -3.32362
C -3.71234 -2.60937 4.94266
C -3.40135 -4.30662 3.47835
C -3.92546 -8.54763 6.72683
C 2.58452 -4.15336 -5.65936
C 2.39372 -6.32205 -5.05139
C -4.24510 1.83528 -4.21554
C 2.39952 -5.43918 -3.81593
C 6.51964 2.57551 2.50485
H -2.41066 -2.48061 0.73594
H 6.89243 4.74542 2.71420
H -1.39194 5.13720 3.63207
H -2.08841 -9.66271 6.79335
H 3.74816 3.68986 -4.06713
H 0.92440 -2.79139 0.60212
H -1.73918 -4.08367 0.50225
H 1.58712 0.84697 -0.50480
H 7.07916 2.38310 3.41462
H -1.32973 -2.79547 -0.64574
H -3.08688 -1.81628 5.33999
H -4.75293 -2.28630 4.88970
H -3.43100 4.17032 -2.29093
H -5.14587 4.06102 -2.76029
H -2.65543 -4.09712 6.19505
H -0.79931 3.91188 1.57503
H -4.21115 7.37264 0.37293
H 1.72847 -0.90807 -0.31833
H 6.78419 1.85070 1.73340
H 4.76914 -2.26658 -4.10353
H -7.21951 7.29031 0.93379
H 3.36479 -6.80492 -5.16891
H -2.48673 -9.08102 5.14917
H 5.46638 2.91647 -2.46197
H 1.42122 -5.28882 -3.35575
H 6.49310 -1.81535 -4.20257
H -4.61033 -8.13392 5.98516
H 1.59646 -7.05812 -5.07096
H 0.93407 -0.23272 -1.74297
H 2.45864 3.24961 -2.90891
H -0.96325 -0.71164 -0.52020
H -3.44753 1.82560 -1.52341
H 0.49308 5.08539 1.21643
H 4.25025 -0.94658 -6.09452
H -6.22778 8.75715 0.67974
H 0.88889 -0.46091 1.84263

## Properties
* strongest force on any atom: 0.40 eV Å⁻¹
* E_tot: -5395.02309 a.u.
* HOMO level: -9.57 eV
* multiplicity: 1


- What is the formula in the first record?
  C31H36AlBrCaCl2F2KLiN3O12S


- What is the multiplicity in the third record?
  1